Formula: C4H8OS
Source: the OMol25 dataset
Level of theory: ωB97M-V/def2-TZVPD

Each line ends with the Mulliken charge.
Positions of all 14 atoms, in Å:
H  1.850  1.517  -0.038  0.288
H  3.696  0.238  -0.328  0.292
H  -2.679  0.098  1.336  0.303
H  -0.549  1.796  -0.270  0.390
C  1.948  -0.605  -0.151  -0.232
C  -0.119  0.826  -0.214  -0.702
H  1.385  -1.349  -1.154  0.200
C  1.252  0.630  -0.131  0.008
S  -1.421  -0.462  -0.462  -0.044
C  -2.982  -0.173  0.357  -0.753
H  -3.866  0.539  -0.339  0.238
O  3.258  -0.436  0.116  -0.435
H  -3.429  -1.236  0.373  0.259
H  1.656  -1.383  0.905  0.189

Results
energy: -630.4750 a.u.